{"formula": "C5H7NO2S", "method": "ωB97M-V/def2-TZVPD", "symbols": ["C", "C", "C", "C", "C", "N", "O", "O", "S", "H", "H", "H", "H", "H", "H", "H"], "coordinates": [[-1.4298, 0.1021, 1.2479], [2.2261, 1.8624, 0.0755], [-1.4084, -0.2089, -0.0766], [1.4490, 0.8088, -0.1846], [-2.0672, -1.2177, -0.9348], [1.8420, -0.5892, 0.1575], [2.9582, -0.7140, 0.6536], [1.2357, -1.5489, -0.3058], [-0.3857, 0.8371, -1.2865], [-0.7894, 0.8350, 1.6234], [-1.8046, -0.4737, 2.0950], [1.9227, 2.8800, -0.1922], [3.2217, 1.6559, 0.4923], [-2.6291, -0.5473, -1.6743], [-1.4247, -2.0276, -1.3311], [-2.9166, -1.6542, -0.3592]], "nbo_charge": [-0.428, -0.382, -0.046, 0.028, -0.683, 0.466, -0.373, -0.345, 0.147, 0.202, 0.216, 0.241, 0.250, 0.227, 0.258, 0.222], "spin_multiplicity": 1, "total_energy_ha": -797.93009, "smiles": "C=C(C)SC(=C)[N+](=O)[O-]", "de_lowest_kcal_mol": 132.9, "largest_force_ev_per_a": 4.40, "homo_lumo_gap_ev": 8.4, "total_charge": 0}